The following is a quantum chemistry calculation of one molecule with the formula C2H2F2O3 in a non-equilibrium geometry, from the Open Molecules 2025 dataset.

Properties
2S+1: 1
Energy above the lowest of the compared OMol25 structures with the same formula, charge and spin, kJ/mol: 76.4
SMILES: O=C(F)C(O)(O)F
E_LUMO, Eh: 0.01576

Each line ends with the Mulliken charge.
Element x y z (Å)
O -1.746 0.572 -1.262  -0.371
C -1.136 0.423 -0.274  0.396
F -1.631 0.514 1.000  -0.234
C 0.281 -0.148 -0.125  0.798
O 0.833 0.425 1.139  -0.486
O 1.054 0.076 -1.207  -0.481
F 0.252 -1.535 0.048  -0.286
H 0.245 0.183 1.808  0.307
H 1.849 -0.509 -1.128  0.357

---

The following is a quantum chemistry calculation of C39H58N8O2PS4Sc as an isolated structure, from the Open Molecules 2025 dataset.

Properties
2S+1: 1
Energy above the lowest of the compared OMol25 structures with the same formula, charge and spin, kJ/mol: 81.0
E_LUMO, Eh: -0.04506

Each line ends with the Mulliken charge.
Element x y z (Å)
Sc -0.289 1.456 0.272  -0.413
C 3.838 6.503 -2.136  -1.737
C 2.766 5.493 -1.828  0.578
C 2.257 4.662 -2.839  -1.225
C 1.280 3.710 -2.620  0.397
C 0.658 2.885 -3.746  -0.325
N 1.456 2.936 -4.974  -0.378
C 2.478 1.910 -5.120  -0.708
C 3.807 2.252 -4.444  -0.225
C 4.693 1.038 -4.264  -1.064
N 4.329 0.175 -3.119  -0.028
C 3.545 0.454 -2.113  1.418
C 3.450 -0.304 -0.919  0.253
C 4.295 -1.402 -0.629  -1.250
C 4.288 -2.031 0.584  0.036
C 5.156 -3.214 0.896  -1.504
C 3.403 -1.515 1.563  -0.681
C 2.526 -0.487 1.333  0.648
C 1.660 -0.044 2.436  -0.843
N 0.677 0.751 2.330  1.051
C -0.033 1.115 3.554  -0.605
C 0.135 2.600 3.865  -1.005
C -0.561 3.554 2.897  -1.044
N -0.070 3.414 1.534  0.556
C 0.673 4.345 1.063  -0.428
C 1.244 4.422 -0.279  0.439
C 2.245 5.356 -0.556  -0.923
C 0.723 3.624 -1.322  0.082
O -0.274 2.839 -1.098  0.288
C 2.501 0.159 0.043  0.665
O 1.704 1.105 -0.218  -0.393
H 3.936 6.648 -3.212  0.374
H 4.816 6.196 -1.756  0.321
H 3.613 7.476 -1.696  0.394
H 2.624 4.788 -3.851  0.470
H -0.312 3.349 -3.951  0.699
H 0.818 2.881 -5.755  0.344
H 2.669 1.778 -6.188  0.512
H 2.118 0.936 -4.758  0.302
H 3.657 2.746 -3.486  0.232
H 4.356 2.974 -5.053  0.388
H 5.731 1.336 -4.093  0.390
H 4.677 0.400 -5.151  0.406
H 4.859 -0.683 -3.065  0.198
H 2.937 1.353 -2.169  -0.351
H 4.996 -1.767 -1.376  0.152
H 5.968 -3.311 0.176  0.411
H 4.582 -4.143 0.875  0.282
H 5.601 -3.130 1.889  0.380
H 3.420 -1.967 2.552  0.417
H 1.925 -0.451 3.419  0.388
H 0.332 0.511 4.394  0.586
H -1.087 0.869 3.406  -0.210
H 1.203 2.836 3.903  0.305
H -0.268 2.779 4.865  0.466
H -0.443 4.587 3.244  0.513
H -1.634 3.341 2.880  0.227
H 0.914 5.196 1.713  0.267
H 2.606 5.995 0.246  0.435
S -3.219 2.651 -0.634  -0.264
S -2.765 2.880 -2.623  -0.161
S -1.951 1.254 -3.551  -0.116
S 0.159 1.162 -3.288  -0.031
N -1.261 -0.240 0.032  -0.521
P -1.967 -1.348 0.835  -0.777
N -2.901 -2.252 -0.209  1.108
C -3.465 -3.559 0.081  -0.527
C -3.219 -4.529 -1.075  -0.803
C -3.528 -3.873 -2.438  -0.726
C -4.238 -2.537 -2.255  -1.090
C -3.376 -1.586 -1.437  -0.258
N -2.856 -0.819 2.161  0.671
C -3.735 -1.732 2.892  -0.840
C -5.213 -1.592 2.534  -0.353
C -5.685 -0.148 2.637  -1.219
C -4.763 0.744 1.819  -0.697
C -3.321 0.561 2.266  0.189
N -0.999 -2.518 1.555  0.679
C -0.156 -3.311 0.665  -0.244
C 0.008 -4.720 1.214  -1.017
C 0.736 -4.692 2.570  -0.851
C 0.574 -3.326 3.246  -0.410
C -0.807 -2.742 2.982  -0.585
H -4.541 -3.498 0.287  0.582
H -2.999 -3.951 0.986  0.079
H -3.833 -5.421 -0.925  0.494
H -2.178 -4.859 -1.045  0.129
H -4.124 -4.545 -3.058  0.388
H -2.599 -3.693 -2.984  0.322
H -5.214 -2.686 -1.782  0.338
H -4.434 -2.068 -3.221  0.448
H -3.918 -0.664 -1.198  0.106
H -2.511 -1.274 -2.024  0.016
H -3.608 -1.538 3.967  0.497
H -3.418 -2.761 2.723  0.243
H -5.790 -2.242 3.199  0.447
H -5.374 -1.950 1.515  0.021
H -5.669 0.168 3.687  0.322
H -6.719 -0.060 2.299  0.478
H -5.034 1.799 1.900  0.419
H -4.827 0.500 0.755  0.178
H -3.240 0.852 3.327  0.594
H -2.683 1.216 1.672  -0.829
H 0.832 -2.843 0.542  -0.230
H -0.615 -3.324 -0.324  0.625
H 0.544 -5.344 0.495  0.537
H -0.986 -5.161 1.329  0.214
H 1.799 -4.910 2.437  0.328
H 0.342 -5.475 3.223  0.391
H 1.323 -2.634 2.855  -0.515
H 0.743 -3.401 4.323  0.627
H -0.942 -1.801 3.521  0.396
H -1.549 -3.444 3.394  0.266

---

The following is a quantum chemistry calculation of an isolated ion of composition C11H19F3N3O3 and charge +1 in a non-equilibrium geometry, from the Open Molecules 2025 dataset.

Properties
2S+1: 1
Net charge: +1
SMILES: CCC[C@H](C)[C@]1(C(F)(F)F)NC(N)=[NH+][C@@H](CC(=O)O)O1
E_LUMO, Eh: -0.19744

Each line ends with the Mulliken charge.
Element x y z (Å)
C 4.411 0.138 1.011  -1.131
C 3.117 0.045 0.042  -0.245
C 1.914 0.961 0.656  -1.025
C 0.758 0.097 1.370  -0.190
C 1.496 -0.948 2.330  -1.542
C -0.344 -0.520 0.377  0.901
C -0.657 -2.092 0.648  0.659
F 0.391 -2.941 0.297  -0.221
F -1.733 -2.412 -0.251  -0.250
F -1.193 -2.325 1.922  -0.216
N 0.168 -0.446 -1.010  -0.068
C -0.281 0.664 -1.786  -0.095
N -0.217 0.655 -3.141  -0.419
N -0.841 1.794 -1.008  -0.237
C -1.949 1.155 -0.233  -0.525
C -3.126 0.564 -1.196  -0.043
C -4.464 0.447 -0.322  0.177
O -5.090 1.487 -0.071  -0.466
O -4.995 -0.792 0.145  -0.450
O -1.586 0.123 0.661  -0.390
H 4.355 -0.585 1.890  0.248
H 5.383 -0.080 0.439  0.343
H 4.533 1.188 1.463  0.304
H 3.461 0.440 -0.968  0.354
H 2.793 -1.051 -0.082  0.204
H 2.420 1.551 1.507  0.651
H 1.538 1.743 -0.076  0.273
H 0.214 0.834 2.068  0.382
H 0.793 -1.380 3.116  0.371
H 2.027 -1.801 1.799  0.297
H 2.314 -0.373 2.897  0.399
H 0.076 -1.314 -1.556  0.412
H 0.476 1.158 -3.705  0.254
H -0.909 0.066 -3.637  0.273
H -1.320 2.365 -1.734  0.495
H -2.460 1.993 0.368  0.546
H -2.792 -0.457 -1.610  0.229
H -3.308 1.338 -2.009  0.396
H -5.375 -1.290 -0.610  0.347

---

The following is a quantum chemistry calculation of a 2-piece molecular cluster, C20H24F3Si overall in a non-equilibrium geometry, from the Open Molecules 2025 dataset.

Properties
2S+1: 1
Energy above the lowest of the compared OMol25 structures with the same formula, charge and spin, kJ/mol: 100.3
Net charge: +1
E_LUMO, Eh: -0.24735

Each line ends with the Mulliken charge.
Element x y z (Å)
C -4.360 -1.482 2.108  -1.002
Si -2.609 -0.842 1.798  0.017
C -2.143 -0.822 -0.017  -0.697
C -2.214 0.955 2.331  -0.889
C -0.713 1.292 2.330  -0.196
C 0.030 0.341 3.290  -0.742
C 0.089 -1.134 2.839  -0.383
H 0.692 -1.690 3.584  0.366
C -1.275 -1.840 2.701  -0.828
H -4.628 -1.495 3.178  0.325
H -5.101 -0.857 1.584  0.319
H -4.467 -2.510 1.725  0.321
H -1.141 -0.393 -0.156  -0.110
H -2.140 -1.830 -0.452  0.367
H -2.838 -0.205 -0.603  0.419
H -2.763 1.641 1.684  0.436
H -2.610 1.047 3.348  0.444
H -0.248 1.298 1.303  -0.066
H -0.591 2.318 2.725  0.350
H 1.060 0.704 3.430  0.345
H -0.463 0.391 4.273  0.305
H 0.663 -1.224 1.896  0.061
H -1.662 -2.108 3.698  0.414
H -1.133 -2.789 2.158  0.440
F -0.348 -3.212 -2.512  -0.328
C -0.402 -1.892 -2.910  0.418
C -1.529 -1.509 -3.631  -0.504
C -1.633 -0.135 -3.841  0.336
F -2.751 0.334 -4.490  -0.297
C -0.686 0.791 -3.428  -0.816
C 0.448 0.375 -2.649  1.054
C 1.266 1.412 -2.074  -0.186
C 2.619 1.352 -1.583  0.853
C 3.396 2.565 -1.600  -0.576
C 4.673 2.638 -1.051  -0.545
C 5.274 1.513 -0.477  -0.479
C 4.559 0.321 -0.537  0.154
F 5.171 -0.810 -0.052  -0.286
C 3.279 0.178 -1.086  -0.465
C 0.640 -1.047 -2.520  -0.774
H -2.291 -2.213 -3.976  0.478
H -0.769 1.845 -3.690  0.485
H 0.832 2.430 -2.156  0.398
H 2.962 3.426 -2.113  0.404
H 5.221 3.577 -1.086  0.393
H 6.274 1.560 -0.028  0.464
H 2.800 -0.796 -1.133  0.387
H 1.563 -1.469 -2.131  0.413

---

HOMO: -11.9 -5.6 -13.8 -11.5 (eV)